# 1
C24H56AsF6N8O8Y | ωB97M-V with the def2-TZVPD basis set

The geometry in XYZ format:
```
104
Properties=species:S:1:pos:R:3:forces:R:3:mulliken_charge:R:1
Y -5.090 -0.773 -1.049 4.098 3.130 2.303 1.946
As -1.124 -0.376 0.006 2.006 0.208 1.747 1.985
F -2.756 -0.448 -0.721 -1.164 -0.487 -0.956 -0.259
F -1.270 1.358 -0.007 -0.141 -0.280 -0.361 -0.450
F 0.417 -0.363 0.760 -0.466 0.208 -0.234 -0.272
F -1.144 -2.118 0.085 -0.182 0.111 -0.544 -0.665
F -0.416 -0.365 -1.555 -0.685 -0.002 -0.045 -0.146
F -1.914 -0.353 1.555 -0.334 -0.203 -0.142 -0.618
C 0.385 -0.369 4.238 -0.371 0.076 -0.156 -0.239
C 0.237 1.140 4.223 0.564 -0.242 0.704 0.734
O 0.860 1.843 4.992 -0.080 0.116 -0.273 -0.650
N -0.689 1.628 3.358 -0.788 0.594 -0.531 0.172
C -0.849 3.040 3.087 0.698 0.296 -0.008 -0.695
H 0.411 -0.686 5.278 -0.162 -0.054 0.002 0.433
H 1.313 -0.711 3.787 0.076 0.308 -0.137 -0.020
H -0.452 -0.810 3.692 0.090 -0.290 0.153 -0.202
H -1.118 1.042 2.666 0.290 -0.397 0.216 -0.192
H -1.895 3.335 2.994 -0.082 -0.138 0.055 0.109
H -0.321 3.310 2.166 -0.134 0.051 -0.040 0.081
H -0.394 3.633 3.879 -0.066 -0.156 0.135 0.468
C 1.125 -5.620 0.824 0.084 -0.438 -0.241 -0.879
C 1.101 -5.573 2.336 0.258 0.281 0.101 0.492
O 0.798 -6.531 3.019 -0.188 -0.088 -0.056 -0.634
N 1.464 -4.387 2.912 -0.333 0.143 -0.113 -0.015
C 1.828 -3.194 2.182 0.976 -0.562 -1.166 -0.984
H 0.715 -6.579 0.513 -0.168 0.083 0.057 0.326
H 2.148 -5.606 0.443 0.056 0.167 0.172 0.375
H 0.594 -4.802 0.335 -0.060 0.056 0.117 0.127
H 1.548 -4.411 3.915 -0.021 0.029 0.030 0.257
H 1.029 -2.750 1.585 -0.375 0.314 0.636 0.140
H 2.546 -3.454 1.392 0.157 -0.074 0.203 0.447
H 2.372 -2.489 2.799 -0.409 0.122 0.229 0.395
C -4.174 3.440 0.065 -0.169 -0.235 -0.381 -1.031
C -4.474 2.239 0.902 -0.125 -0.187 0.522 0.606
O -4.688 1.096 0.409 -1.004 -1.443 -1.301 -0.484
N -4.528 2.420 2.210 0.263 0.190 -0.655 -0.090
C -4.752 1.401 3.205 -0.068 -0.704 0.574 -0.699
H -4.186 3.161 -0.986 0.107 -0.037 0.024 0.052
H -3.193 3.839 0.320 -0.057 0.133 0.038 0.326
H -4.960 4.182 0.211 0.174 0.160 0.119 0.459
H -4.295 3.353 2.521 -0.075 -0.062 0.185 0.306
H -3.872 1.261 3.834 0.028 0.272 0.004 0.291
H -4.944 0.431 2.753 0.000 0.179 -0.357 0.066
H -5.612 1.643 3.828 0.072 0.181 0.007 0.365
C 2.088 -0.785 -3.094 -0.417 -0.156 0.157 0.107
C 3.158 -1.466 -3.906 0.245 0.219 0.440 0.332
O 4.248 -1.676 -3.401 -0.024 -0.143 -0.180 -0.670
N 2.854 -1.785 -5.182 0.261 -0.297 -0.323 -0.178
C 3.807 -2.392 -6.092 -0.194 -0.257 -0.590 -0.912
H 1.864 -1.385 -2.210 0.180 -0.093 -0.044 -0.144
H 1.138 -0.645 -3.613 0.144 0.180 -0.141 0.197
H 2.485 0.165 -2.738 -0.117 0.098 -0.147 -0.030
H 1.939 -1.620 -5.558 -0.098 0.198 0.249 0.238
H 4.207 -1.672 -6.808 0.126 0.129 0.199 0.297
H 3.293 -3.149 -6.690 0.013 -0.041 0.114 0.323
H 4.623 -2.879 -5.569 -0.033 0.163 0.247 0.321
C -5.200 -3.063 2.824 0.534 0.687 -0.020 -1.238
C -4.181 -2.739 1.770 0.282 -0.707 0.635 0.554
O -4.469 -1.850 0.890 -1.202 0.199 -2.094 -0.409
N -3.040 -3.383 1.698 -0.690 1.327 -0.166 0.207
C -2.402 -4.143 2.767 0.564 -0.347 0.045 -0.969
H -4.782 -3.426 3.758 0.158 -0.316 -0.179 0.456
H -5.856 -3.807 2.371 -0.298 0.075 0.275 0.317
H -5.700 -2.130 3.080 -0.422 -0.197 -0.223 0.335
H -2.485 -3.032 0.919 0.496 -0.306 0.284 0.096
H -3.091 -4.877 3.171 0.129 -0.179 -0.062 0.409
H -2.006 -3.527 3.577 -0.384 0.342 -0.122 0.346
H -1.511 -4.612 2.353 -0.275 -0.334 -0.073 0.261
C 7.092 0.451 0.891 -0.262 -0.166 0.025 -1.174
C 5.593 0.601 1.061 0.258 0.068 -0.283 0.661
O 5.090 1.543 1.646 -0.180 0.047 0.104 -0.621
N 4.829 -0.324 0.421 -0.191 -0.242 -0.004 -0.025
C 3.391 -0.315 0.556 0.009 -0.585 0.085 0.013
H 7.553 1.346 1.293 0.128 0.017 -0.154 0.314
H 7.307 0.307 -0.168 0.170 0.194 0.009 0.325
H 7.500 -0.417 1.412 -0.179 -0.016 0.104 0.329
H 5.243 -1.164 0.058 0.202 0.133 -0.113 0.266
H 2.968 0.645 0.278 0.040 0.067 0.194 -0.343
H 3.103 -0.597 1.573 -0.162 0.406 0.053 0.164
H 2.959 -1.075 -0.097 0.173 0.067 -0.141 0.010
C 1.627 2.937 -0.760 0.485 -0.474 0.544 -0.518
C 2.273 3.436 -2.019 0.107 -0.602 -1.181 0.539
O 1.963 2.928 -3.100 -0.238 0.391 0.150 -0.671
N 3.209 4.399 -1.910 -0.777 -0.555 0.726 -0.191
C 3.892 4.966 -3.047 0.412 -0.059 -0.130 -0.826
H 1.248 1.934 -0.946 -0.270 0.141 -0.209 -0.413
H 0.829 3.595 -0.415 0.057 0.026 0.070 0.504
H 2.375 2.783 0.025 -0.132 0.445 0.154 0.417
H 3.475 4.569 -0.953 0.401 0.474 -0.229 0.224
H 4.100 6.016 -2.855 -0.020 0.025 -0.098 0.328
H 3.274 4.845 -3.932 -0.179 0.131 0.105 0.278
H 4.828 4.449 -3.266 0.034 0.025 0.161 0.295
C -4.224 2.138 -4.550 0.310 -0.535 -0.533 -1.429
C -3.587 1.508 -3.349 0.663 -0.217 -0.423 0.924
O -4.241 0.605 -2.711 -1.475 -1.410 1.241 -0.500
N -2.342 1.744 -3.044 0.431 0.809 0.625 0.200
C -1.459 2.832 -3.509 0.195 -0.636 -0.736 -1.103
H -4.734 1.314 -5.055 -0.513 0.243 0.243 0.364
H -3.506 2.446 -5.311 0.192 0.292 0.405 0.446
H -4.887 2.967 -4.319 -0.173 -0.098 0.075 0.322
H -1.879 1.230 -2.302 -0.488 -0.339 0.084 -0.188
H -1.002 3.353 -2.672 -0.337 0.021 0.169 0.190
H -1.999 3.499 -4.171 0.089 0.125 0.089 0.506
H -0.624 2.358 -4.032 -0.042 0.221 -0.097 0.399
```
Forces are in eV/Å.

The net charge is +2. For the orbital gap, the calculation gives 3.765 eV.

---

# 2
C24H56BiF6GeN2OS2Si3 | ωB97M-V with the def2-TZVPD basis set

The geometry in XYZ format:
```
96
Properties=species:S:1:pos:R:3:forces:R:3:lowdin_spin:R:1
Bi -0.473 -0.123 -0.253 -0.330 0.031 -0.344 0.006
C -4.715 1.320 -0.146 0.168 0.201 0.039 0.000
C -3.567 0.341 -0.364 -0.013 -0.237 -0.099 0.000
O -2.323 0.962 -0.196 -0.071 -0.369 -0.096 -0.002
C -3.714 -0.796 0.668 0.111 0.122 0.249 0.001
F -4.926 -1.328 0.751 0.442 -0.024 -0.068 0.000
F -2.811 -1.809 0.404 -0.356 0.308 0.279 0.004
F -3.392 -0.311 1.891 -0.073 -0.406 -0.323 0.008
C -3.695 -0.253 -1.788 0.031 0.177 -0.058 0.000
F -2.592 -0.992 -2.103 -0.352 0.176 -0.096 -0.001
F -3.788 0.731 -2.690 0.139 -0.272 0.110 0.000
F -4.766 -1.041 -1.911 0.303 0.075 -0.054 0.000
H -4.782 1.580 0.909 -0.001 0.031 -0.018 0.000
H -5.661 0.890 -0.471 0.005 0.002 0.025 0.000
H -4.512 2.221 -0.720 -0.021 0.003 -0.004 0.000
C 2.953 -1.995 1.996 -0.011 -0.259 -0.065 0.000
Si 2.240 -0.537 2.923 0.129 -0.098 -0.181 0.065
C 3.118 0.982 2.283 -0.049 0.374 0.005 0.035
C 2.577 -0.655 4.743 -0.107 0.003 0.350 0.002
Ge -0.177 -0.187 2.453 0.310 0.022 0.545 0.361
Si -1.027 1.689 3.794 -0.076 -0.071 -0.070 0.047
C 0.273 2.992 3.501 0.260 0.079 -0.012 0.032
C -1.040 1.117 5.556 -0.009 -0.095 0.281 -0.001
C -2.682 2.296 3.248 -0.308 -0.031 -0.134 -0.001
Si -0.937 -2.645 3.623 -0.023 -0.144 0.150 0.236
C -2.733 -2.988 3.463 -0.368 0.309 -0.184 0.044
C 0.111 -3.760 2.611 0.287 -0.232 -0.098 0.054
C -0.447 -2.419 5.379 0.175 0.185 0.264 0.039
H 3.990 -1.759 1.731 -0.107 -0.031 0.031 0.000
H 2.410 -2.234 1.074 0.088 0.006 0.080 0.000
H 2.975 -2.899 2.614 0.030 0.125 -0.148 0.000
H 4.171 0.906 2.586 -0.163 -0.039 -0.012 0.005
H 2.716 1.916 2.692 0.131 -0.147 -0.100 0.000
H 3.077 1.059 1.196 0.058 -0.001 0.103 0.000
H 3.660 -0.561 4.900 -0.168 0.000 -0.046 0.001
H 2.264 -1.609 5.175 0.174 0.197 -0.056 0.000
H 2.088 0.153 5.303 0.148 -0.163 -0.069 0.000
H 1.154 2.830 4.134 -0.121 0.050 -0.121 0.000
H -0.150 3.973 3.755 0.048 -0.143 -0.001 0.005
H 0.595 3.032 2.457 -0.016 0.101 0.157 0.001
H -0.078 0.691 5.860 -0.149 0.082 0.006 0.000
H -1.824 0.372 5.730 0.074 0.167 0.014 0.000
H -1.248 1.974 6.210 0.025 -0.115 -0.077 0.000
H -2.666 2.568 2.187 -0.065 -0.036 0.113 0.000
H -2.937 3.190 3.832 0.051 -0.110 -0.080 0.000
H -3.466 1.549 3.411 0.107 0.191 -0.039 0.000
H -3.003 -3.330 2.463 -0.018 0.023 0.048 0.000
H -3.357 -2.129 3.723 -0.004 -0.127 0.008 0.001
H -2.961 -3.792 4.178 0.103 0.101 -0.081 0.009
H 0.176 -3.450 1.565 -0.019 -0.097 -0.038 0.004
H -0.351 -4.759 2.634 0.061 0.179 0.005 0.009
H 1.120 -3.834 3.024 -0.161 -0.032 -0.095 0.000
H -0.821 -1.482 5.802 0.048 -0.242 -0.003 0.002
H 0.634 -2.457 5.519 -0.234 -0.050 0.039 0.000
H -0.899 -3.248 5.944 0.046 0.117 -0.101 0.008
C -1.690 -4.443 -1.503 0.060 0.089 0.045 0.000
S -0.240 -3.367 -1.437 -0.022 -0.046 -0.038 0.000
C 1.024 -4.533 -1.992 -0.026 0.051 0.129 0.000
H -1.594 -5.251 -0.780 -0.044 -0.006 -0.023 0.000
H -1.790 -4.851 -2.507 -0.038 0.000 0.015 0.000
H -2.569 -3.841 -1.271 0.077 -0.056 -0.022 0.000
H 0.766 -4.894 -2.986 0.053 -0.012 0.019 0.000
H 1.103 -5.367 -1.295 0.035 0.033 -0.077 0.000
H 1.977 -4.003 -2.036 -0.082 -0.063 0.000 0.000
C 3.317 -0.506 -6.388 0.037 0.026 0.058 0.000
C 3.905 0.369 -5.281 -0.067 -0.074 -0.042 0.000
C 3.008 0.402 -4.046 -0.023 0.029 -0.032 0.000
C 3.591 1.280 -2.944 -0.221 -0.119 0.042 0.000
N 2.716 1.369 -1.759 0.271 -0.135 -0.446 0.000
C 1.693 2.194 -1.613 -0.193 0.189 -0.008 0.003
S 0.797 2.109 -0.088 -0.020 0.469 -0.284 0.020
N 1.431 3.082 -2.550 -0.395 0.229 0.230 0.001
C 0.389 4.141 -2.590 0.225 -0.168 -0.103 0.000
C -0.319 4.187 -3.939 0.066 -0.135 -0.009 0.000
C -1.360 3.093 -4.158 0.091 -0.216 -0.153 0.000
C -0.794 1.694 -4.429 -0.044 0.125 0.032 0.000
H 3.973 -0.524 -7.258 -0.054 -0.001 0.046 0.000
H 2.341 -0.129 -6.709 0.067 -0.046 0.019 0.000
H 3.188 -1.536 -6.044 -0.005 0.084 -0.038 0.000
H 4.042 1.388 -5.655 0.052 -0.034 0.018 0.000
H 4.894 -0.008 -5.001 -0.025 0.067 -0.027 0.000
H 2.878 -0.614 -3.659 -0.060 0.043 -0.003 0.000
H 2.015 0.772 -4.326 0.027 -0.064 0.040 0.000
H 3.795 2.285 -3.319 0.095 0.034 0.084 0.000
H 4.541 0.877 -2.602 0.078 0.029 0.048 0.000
H 2.908 0.759 -0.989 0.054 -0.117 0.174 0.000
H 2.057 3.098 -3.343 0.022 -0.036 -0.074 0.000
H 0.883 5.094 -2.405 0.089 -0.012 0.081 0.000
H -0.314 3.963 -1.785 -0.068 -0.112 0.153 0.000
H 0.426 4.163 -4.746 -0.070 0.097 0.055 0.000
H -0.812 5.159 -3.997 0.069 -0.006 -0.015 0.000
H -1.976 3.380 -5.013 -0.005 -0.004 0.059 0.000
H -2.020 3.065 -3.291 -0.136 -0.035 0.051 0.000
H -0.097 1.713 -5.275 -0.038 -0.009 0.085 0.000
H -1.593 0.997 -4.682 0.023 0.028 0.011 0.000
H -0.268 1.280 -3.563 -0.014 0.017 -0.030 0.000
```
Forces are in eV/Å.

The net charge is +2. For the orbital gap (spin up / spin down), the calculation gives 7.980 / 5.194 eV. The spin multiplicity is 2.

---

Calculated values (kJ/mol) of ΔE to the lowest compared entry with this formula, charge and spin for the records, taken in order: 239.20 7.65.
Calculated values (eV) of electronic energy for the records, taken in order: -132278.8803 -154778.6386.